# C23H24N4O2RuSe

A structure of composition C23H24N4O2RuSe (ωB97M-V/def2-TZVPD, the Open Molecules 2025 dataset).

Last column: Löwdin spin population.
Positions of all 55 atoms, in Å:
Ru  -1.9058  0.7161  0.4715  0.72
N  -2.8574  -0.6830  -0.7208  -0.01
C  -3.0501  -1.9525  -0.0471  0.00
C  -3.8500  -2.9687  -0.4724  0.00
C  -3.9108  -4.1600  0.2864  0.00
C  -3.1833  -4.3040  1.4337  0.00
C  -2.3794  -3.2408  1.9104  0.00
C  -1.6332  -3.2640  3.1110  0.00
C  -0.9383  -2.1522  3.4929  0.00
C  -0.9949  -0.9921  2.7020  0.01
N  -1.6761  -0.9445  1.5803  0.00
C  -2.3489  -2.0573  1.1599  0.00
H  -3.7237  -0.3246  -1.1160  0.00
H  -2.1780  -0.7618  -1.4804  0.00
H  -4.4218  -2.8790  -1.3874  0.00
H  -4.5414  -4.9673  -0.0585  0.00
H  -3.2294  -5.2237  2.0020  0.00
H  -1.6254  -4.1586  3.7205  0.00
H  -0.3605  -2.1340  4.4051  0.00
H  -0.4663  -0.0913  2.9826  0.00
C  5.2606  -0.0746  -3.7889  0.00
C  3.9834  0.1120  -3.0192  0.00
C  3.4572  1.3775  -2.7999  0.00
C  2.2628  1.5637  -2.1138  0.00
C  1.7301  2.9496  -1.8665  0.00
C  1.5975  0.4385  -1.6337  0.00
C  2.1006  -0.8512  -1.8323  0.00
C  1.3546  -2.0603  -1.3315  0.00
C  3.2905  -0.9915  -2.5275  0.00
C  0.3160  0.5878  -0.9000  0.00
O  0.2601  0.4761  0.3599  0.02
O  -0.7803  0.7985  -1.4982  0.08
H  5.7838  0.8705  -3.9246  0.00
H  5.0589  -0.4901  -4.7778  0.00
H  5.9296  -0.7652  -3.2749  0.00
H  3.9867  2.2456  -3.1763  0.00
H  2.1468  3.6572  -2.5812  0.00
H  2.0029  3.2944  -0.8656  0.00
H  0.6438  2.9850  -1.9509  0.00
H  1.0966  -1.9615  -0.2755  0.00
H  1.9528  -2.9614  -1.4508  0.00
H  0.4277  -2.2056  -1.8945  0.00
H  3.6904  -1.9859  -2.6928  0.00
C  1.7103  4.2103  2.2047  0.00
C  0.2516  4.1584  2.6659  0.00
C  -0.5666  3.3206  1.7992  0.00
N  -1.2003  2.6576  1.1130  0.00
H  2.2802  4.8285  2.8946  0.00
H  1.7857  4.6468  1.2106  0.00
H  2.1500  3.2146  2.1834  0.00
H  -0.2052  5.1498  2.6828  0.00
H  0.1576  3.7506  3.6744  0.00
Se  -6.2587  1.3104  2.5115  0.13
C  -4.7139  1.1855  1.7196  0.03
N  -3.6691  1.1012  1.1810  0.01

Orbital gap (spin up / spin down) in eV: 6.7 / 6.1
LUMO level (spin up / spin down) in eV: -3.75 / -4.26
Electronic energy in eV: -102219.62896
Total charge: +1
2S+1: 2
Highest occupied orbital energy (spin up / spin down) in eV: -10.45 / -10.40
Energy relative to the best compared isomer or geometry (same formula, charge and spin) in kJ/mol: 128.5

# C23H24N4O4

An isolated molecule of C23H24N4O4 (ωB97M-V/def2-TZVPD, the Open Molecules 2025 dataset).

Last column: Löwdin charge in e.
Positions of all 55 atoms, in Å:
C  -5.2714  -0.1596  0.9219  -0.09
H  -5.9818  0.6435  0.7299  0.09
O  -4.3179  -0.0792  -0.1087  -0.12
C  -3.3001  -0.9958  -0.1285  -0.28
C  -3.1168  -1.9967  0.8182  -0.02
C  -2.0566  -2.8742  0.6966  0.00
C  -1.1600  -2.7717  -0.3614  -0.26
C  -1.3317  -1.7601  -1.2994  0.01
C  -2.3955  -0.8877  -1.1812  0.01
H  -2.5349  -0.1104  -1.9146  0.12
H  -0.6504  -1.6360  -2.1256  0.11
O  -0.1657  -3.7174  -0.3885  -0.04
C  0.7949  -3.6526  -1.4131  -0.10
C  1.6689  -2.4479  -1.3119  -0.32
N  2.0700  -1.6889  -2.2648  0.20
C  2.8858  -0.7435  -1.6795  -0.21
C  2.9222  -1.0034  -0.3143  -0.20
N  3.6165  -0.4771  0.7211  -0.04
C  4.1832  0.8537  0.6223  -0.10
H  4.2254  1.1478  -0.4246  0.09
C  3.3176  1.8312  1.4608  -0.13
N  1.9783  1.3392  1.6436  -0.11
C  0.9687  1.6448  0.7280  -0.23
C  -0.3643  1.4954  1.1083  -0.01
C  -1.4005  1.8711  0.2740  -0.03
C  -1.1302  2.4058  -0.9798  -0.29
C  0.1989  2.5370  -1.3766  0.01
C  1.2298  2.1674  -0.5400  -0.02
H  2.2412  2.2928  -0.8925  0.09
H  0.4097  2.9365  -2.3557  0.12
O  -2.0706  2.8275  -1.8748  -0.09
C  -3.4136  2.8905  -1.4542  -0.08
H  -3.5261  3.5514  -0.5878  0.10
H  -3.8142  1.9025  -1.2110  0.07
H  -3.9640  3.3065  -2.2970  0.09
H  -2.4149  1.7508  0.6175  0.10
H  -0.6005  1.1038  2.0867  0.11
C  1.9233  0.1012  2.3928  -0.13
H  1.9026  0.3080  3.4716  0.12
C  3.1549  -0.7767  2.0622  -0.11
H  2.9046  -1.8347  2.1347  0.13
H  3.9839  -0.5633  2.7408  0.13
H  1.0106  -0.4333  2.1239  0.11
H  3.7582  1.9458  2.4580  0.12
H  3.2828  2.8144  0.9934  0.13
H  5.2060  0.8195  1.0119  0.13
O  2.1493  -2.0864  -0.0868  0.15
C  3.5203  0.2558  -2.4194  -0.20
N  4.0471  1.0809  -3.0219  0.16
H  1.4008  -4.5563  -1.2787  0.14
H  0.3430  -3.6727  -2.4121  0.14
H  -1.9113  -3.6603  1.4206  0.12
H  -3.7916  -2.1103  1.6516  0.10
H  -5.7988  -1.1186  0.9079  0.10
H  -4.8149  -0.0102  1.9062  0.10

Orbital gap in eV: 8.0
LUMO level in eV: 0.61
Electronic energy in eV: -38389.07919
Total charge: 0
SMILES: COc1ccc(OCc2nc(C#N)c(N3CCN(c4ccc(OC)cc4)CC3)o2)cc1
Highest occupied orbital energy in eV: -7.39
Energy relative to the best compared isomer or geometry (same formula, charge and spin) in kJ/mol: 470.3

# C23H24NO

A cluster of 2 separate species, C23H24NO in total (ωB97M-V/def2-TZVPD, the Open Molecules 2025 dataset).

Last column: Löwdin charge in e.
Positions of all 49 atoms, in Å:
C  -6.2511  0.4747  -2.1661  -0.04
O  -5.5941  0.0686  -0.9470  -0.05
C  -4.2375  0.0919  -0.8935  -0.22
C  -3.6442  -0.4723  0.2612  0.04
C  -2.2830  -0.6609  0.3195  0.00
C  -1.4458  -0.2640  -0.7564  -0.15
C  -0.0234  -0.5026  -0.7276  0.00
C  0.9817  0.2239  -1.4882  -0.11
C  2.2022  -0.5307  -1.4576  -0.09
C  3.2839  -0.1749  -2.2484  0.02
C  3.1914  0.9838  -3.0317  -0.02
C  2.0185  1.7585  -3.0223  -0.04
C  0.9185  1.3995  -2.2350  0.01
C  1.9808  -1.7196  -0.6496  -0.09
C  0.6104  -1.7076  -0.2120  -0.10
C  0.0802  -2.8321  0.4133  0.03
C  0.9221  -3.9207  0.6737  -0.04
C  2.2624  -3.9195  0.2520  -0.02
C  2.7938  -2.8223  -0.4419  0.02
C  -2.0473  0.3674  -1.8734  0.02
C  -3.4130  0.5727  -1.9401  0.02
H  -7.3065  0.3141  -1.9435  0.10
H  -6.0605  1.5359  -2.3778  0.10
H  -5.9407  -0.1456  -3.0194  0.11
H  -4.3033  -0.7866  1.0647  0.14
H  -1.8383  -1.0805  1.2228  0.12
H  4.1682  -0.8110  -2.2576  0.12
H  4.0331  1.2837  -3.6531  0.12
H  1.9644  2.6546  -3.6396  0.12
H  0.0340  2.0288  -2.1839  0.12
H  -0.9727  -2.8527  0.6783  0.11
H  0.5217  -4.7885  1.1980  0.12
H  2.8904  -4.7851  0.4506  0.12
H  3.8100  -2.8184  -0.8355  0.12
H  -1.4235  0.6880  -2.7061  0.12
H  -3.8459  1.0686  -2.8096  0.12
C  2.8950  2.2917  4.4393  -0.12
C  1.5019  2.0517  3.8743  -0.27
C  1.5356  1.1479  2.6364  -0.31
N  0.2339  0.8984  2.0483  0.01
H  2.8591  2.9824  5.2851  0.07
H  3.3407  1.3569  4.7914  0.07
H  3.5630  2.7219  3.6868  0.07
H  0.8697  1.5793  4.6337  0.11
H  1.0418  3.0127  3.6148  0.11
H  2.2236  1.5814  1.8861  0.11
H  1.9387  0.1678  2.9309  0.11
H  -0.3433  1.7345  2.0551  0.08
H  0.3034  0.5544  1.1008  0.01

Orbital gap in eV: 5.8
LUMO level in eV: -5.78
Electronic energy in eV: -27771.03217
Total charge: +1
Highest occupied orbital energy in eV: -11.60
Energy relative to the best compared isomer or geometry (same formula, charge and spin) in kJ/mol: 138.2

# C23H24NPPtS3Sb

A structure of composition C23H24NPPtS3Sb (ωB97M-V/def2-TZVPD, the Open Molecules 2025 dataset).

Last column: Löwdin spin population.
Positions of all 54 atoms, in Å:
Pt  -0.7226  0.3057  0.3154  0.05
S  -3.0834  1.9801  1.9232  0.27
Sb  -3.1596  -0.4327  2.7132  0.00
S  -1.7670  2.3647  0.5126  0.57
S  -1.6456  -1.5627  1.5268  0.06
C  -2.4374  -4.6095  -2.3153  0.00
C  -1.2611  -4.1708  -1.7163  0.00
C  -1.0607  -2.8191  -1.5032  0.00
C  -2.0390  -1.8981  -1.8916  0.00
C  -3.2126  -2.3405  -2.4990  0.00
C  -3.4070  -3.6992  -2.7070  0.00
P  -1.7255  -0.1495  -1.6596  0.01
C  -0.4464  0.3746  -2.8051  0.00
C  0.0926  -0.5161  -3.7341  0.00
C  1.0878  -0.0879  -4.5991  0.00
C  1.5492  1.2192  -4.5397  0.00
C  1.0139  2.1131  -3.6194  0.00
C  0.0211  1.6952  -2.7523  0.00
C  -3.2468  0.7512  -1.9610  0.01
C  -4.3427  0.4881  -1.1333  0.00
C  -5.5370  1.1556  -1.3312  0.00
C  -5.6428  2.0912  -2.3565  0.00
C  -4.5625  2.3460  -3.1863  0.00
C  -3.3610  1.6746  -2.9963  0.01
H  -2.5939  -5.6671  -2.4800  0.00
H  -0.5021  -4.8832  -1.4230  0.00
H  -0.1335  -2.4797  -1.0529  0.00
H  -3.9696  -1.6348  -2.8153  0.00
H  -4.3169  -4.0439  -3.1789  0.00
H  -0.2700  -1.5333  -3.7930  0.00
H  1.4987  -0.7760  -5.3251  0.00
H  2.3243  1.5474  -5.2192  0.00
H  1.3670  3.1347  -3.5843  0.00
H  -0.4092  2.4064  -2.0567  0.00
H  -4.2652  -0.2692  -0.3589  0.00
H  -6.3908  0.9437  -0.7015  0.00
H  -6.5777  2.6119  -2.5141  0.00
H  -4.6537  3.0623  -3.9914  0.00
H  -2.5259  1.8663  -3.6570  0.00
C  3.6636  1.9050  2.8807  0.00
C  2.5133  1.2203  3.6362  0.00
C  2.9668  -0.1213  4.2309  0.00
C  1.9454  2.1441  4.7246  0.00
C  1.4413  0.9492  2.6655  0.00
N  0.6113  0.7395  1.9024  0.01
H  4.4618  2.1087  3.5935  0.00
H  3.3462  2.8509  2.4430  0.00
H  4.0620  1.2637  2.0952  0.00
H  3.7649  0.0766  4.9456  0.00
H  3.3554  -0.7877  3.4616  0.00
H  2.1541  -0.6205  4.7583  0.00
H  2.7394  2.3533  5.4404  0.00
H  1.1221  1.6717  5.2604  0.00
H  1.6048  3.0913  4.3071  0.00

Orbital gap (spin up / spin down) in eV: 6.2 / 5.4
LUMO level (spin up / spin down) in eV: -8.34 / -9.15
Electronic energy in eV: -77296.19859
Total charge: +2
2S+1: 2
Highest occupied orbital energy (spin up / spin down) in eV: -14.58 / -14.53
Energy relative to the best compared isomer or geometry (same formula, charge and spin) in kJ/mol: 0.0

- What is the energy relative to the best compared isomer or geometry (same formula, charge and spin) in the first record?
  128.5 kJ/mol